The following is a quantum chemistry calculation of C9H18MgO13P as an isolated structure at a distorted geometry, from the OMol25 dataset.

Structure (XYZ):
```
42
C9H18MgO13P (ωB97M-V with the def2-TZVPD basis set)
Mg -0.0997 1.2859 -0.6895
P 0.5709 3.5294 -1.0549
O -0.0403 4.4773 -2.1156
O 1.0996 2.2525 -1.8136
O -0.6358 2.6622 -1.7233
O -0.0094 2.8652 0.2491
C 0.2053 -2.9219 -0.4563
O 1.2637 -2.4997 -1.2895
C 1.3205 -1.3008 -1.8545
O 0.5936 -0.3664 -1.5397
O 2.2053 -1.2855 -2.8163
C 2.7289 0.0194 -3.2445
H 0.5429 -3.5689 0.3496
H -0.5628 -3.4218 -1.0486
H -0.3083 -2.0747 0.0014
H 1.9594 0.7423 -3.5190
H 3.3091 -0.0952 -4.1576
H 3.2552 0.5053 -2.4253
C -3.5033 1.5906 1.3977
O -3.9106 0.6716 0.3955
C -2.9694 0.1378 -0.4580
O -1.8424 0.5479 -0.4807
O -3.4623 -0.7537 -1.2679
C -4.6351 -1.5305 -0.9448
H -3.7389 2.5906 1.0405
H -2.4928 1.3915 1.7533
H -4.0711 1.4359 2.3184
H -5.0603 -1.9360 -1.8616
H -5.4262 -1.0960 -0.3398
H -4.3113 -2.4528 -0.4580
C 2.5223 -2.0926 2.9129
O 1.5620 -1.4548 2.0770
C 1.6701 -0.1972 1.5836
O 0.7771 0.3185 0.9598
O 2.7375 0.3980 2.0343
C 2.5992 1.8490 2.2515
H 1.9935 -2.8590 3.4731
H 3.0867 -1.4088 3.5467
H 3.2921 -2.5202 2.2674
H 2.5559 2.3630 1.2911
H 3.4997 2.1502 2.7832
H 1.7297 2.0521 2.8727
```

The value obtained for the HOMO energy is -0.06 eV. Its charge is -1. Its energy relative to the best compared isomer or geometry (same formula, charge and spin) is 1057.8 kJ/mol. The calculation puts the orbital gap at 0.0808 Eh. The calculation puts the total energy at -1873.1561 Ha. As for the spin multiplicity: 1.

These are the Löwdin partial charges, in e, on atoms 1 to 5: number 1, Mg, carries 0.263; number 2, P, carries 0.189; number 3, O, carries -0.438; number 4, O, carries -0.347; number 5, O, carries -0.439

=====

The following is a quantum chemistry calculation of a 2-piece molecular cluster, C9H18N2O overall at a distorted geometry, from the OMol25 dataset.

Structure (XYZ):
```
30
C9H18N2O (ωB97M-V with the def2-TZVPD basis set)
C -0.6082 -0.5574 1.3270
C -0.5816 -1.7537 1.4907
C -0.6119 -3.2068 1.6044
C -0.9855 -3.7121 2.9966
C -1.5130 -3.8295 0.5082
C -1.6980 -5.3352 0.6400
H -0.6739 0.4972 1.1937
H 0.4276 -3.5242 1.4047
H -0.9825 -4.8128 3.0176
H -1.9782 -3.3581 3.2885
H -0.2420 -3.3877 3.7497
H -1.1195 -3.6017 -0.4878
H -2.4959 -3.3515 0.5866
H -2.2487 -5.6357 1.5545
H -0.7315 -5.8653 0.6389
H -2.2968 -5.7211 -0.2014
N 0.2682 2.5530 0.1119
N 0.8228 3.1613 -0.9948
C 1.3992 4.2830 -0.8244
C 1.9025 5.1609 -1.9322
C 1.7987 4.5401 -3.3177
O 0.4655 4.1816 -3.6054
H 0.3851 3.0507 1.0196
H 0.6041 1.6047 0.2004
H 1.5839 4.7252 0.1633
H 1.3078 6.0970 -1.9112
H 2.9436 5.4450 -1.7131
H 2.0915 5.2710 -4.0668
H 2.4958 3.6723 -3.4012
H 0.2710 3.4097 -3.0401
```

As for the structure (SMILES): C#C[C@@H](C)CC.N/N=C/CCO. The value obtained for the HOMO energy is -9.13 eV. Its energy relative to the best compared isomer or geometry (same formula, charge and spin) is 235.4 kJ/mol. The calculation puts the orbital gap at 0.3694 Eh. The calculation puts the total energy at -538.3550 Ha. As for the spin multiplicity: 1.

These are the Löwdin partial charges, in e, on atoms 1 to 5: number 1, C, carries 0.124; number 2, C, carries -0.116; number 3, C, carries -0.412; number 4, C, carries -0.075; number 5, C, carries -0.231

=====

The following is a quantum chemistry calculation of C9H18N2O4 as an isolated structure at a distorted geometry, from the OMol25 dataset.

Structure (XYZ):
```
33
C9H18N2O4 (ωB97M-V with the def2-TZVPD basis set)
C 1.8306 0.2256 -1.6465
C 1.0928 -0.1254 -0.3580
C 1.5560 -0.9981 -2.5385
C 0.1785 -1.0385 -3.1681
C -0.9633 0.0681 1.0487
C -2.3473 -0.6725 0.5351
C -1.2533 1.1245 1.9145
C -0.0233 1.5671 2.6812
C -2.2316 0.5329 3.0622
H 3.7664 -0.6053 -0.8832
H 3.5243 0.9622 -0.7396
H 1.4361 1.1454 -2.3341
H 1.6899 -2.0759 -1.9587
H 3.4207 -0.9756 -3.5243
H 0.1770 -2.1164 -3.6403
H 0.0692 -0.2837 -4.2161
H -0.8000 -1.1494 -2.5201
H -0.4592 1.1945 -0.7042
H -0.4678 -0.6807 1.7496
H -1.7900 2.1233 1.5619
H -0.3137 2.5641 3.2047
H 0.4833 1.0980 3.6239
H 0.7317 1.8926 1.8271
H -1.7610 1.0928 4.1353
H -3.5061 1.0946 2.9069
H -2.1787 -0.7673 3.2122
H -3.5077 -2.2517 0.7518
N 3.3714 0.2200 -1.5064
N -0.0955 0.4429 0.0529
O 1.8481 -0.9522 0.3151
O 2.3234 -0.8586 -3.7444
O -3.0380 -0.2364 -0.4093
O -2.7630 -1.5610 1.3086
```

The value obtained for the HOMO energy is -9.68 eV. Its energy relative to the best compared isomer or geometry (same formula, charge and spin) is 894.4 kJ/mol. The calculation puts the orbital gap at 0.3596 Eh. The calculation puts the total energy at -763.9409 Ha. As for the spin multiplicity: 1.

These are the Löwdin partial charges, in e, on atoms 1 to 5: number 1, C, carries -0.273; number 2, C, carries -0.364; number 3, C, carries -0.501; number 4, C, carries -0.103; number 5, C, carries -0.336

=====

The following is a quantum chemistry calculation of C9H18N2S as an isolated structure at a distorted geometry, from the OMol25 dataset.

Structure (XYZ):
```
30
C9H18N2S (ωB97M-V with the def2-TZVPD basis set)
C 1.4514 1.1748 -0.2456
C 0.9970 1.3211 2.3302
C 2.4228 0.8464 2.1478
C 1.8442 1.7252 1.0523
C 1.5794 2.1566 -1.3064
C -2.0943 -2.6388 -1.1739
C -1.0863 -1.6303 1.1563
C -2.1848 -0.1456 -0.5389
C -1.5461 -1.4791 -0.3358
N 0.1178 -0.1757 -2.5488
N 1.1141 -0.1162 -0.2503
S 0.5660 -1.0903 -1.3880
H 0.1842 0.6297 2.1379
H 0.6023 2.0925 2.9648
H 3.3069 1.0958 2.7110
H 2.4732 -0.0971 1.7349
H 2.1031 2.7794 1.1318
H 1.1759 1.6328 -2.2486
H 0.9953 3.0915 -1.0325
H 2.6662 2.3271 -1.3565
H -2.0758 -2.2509 -2.2315
H -1.4901 -3.5627 -1.1844
H -3.0973 -2.9705 -1.0016
H -1.0343 -2.6786 1.4692
H -1.8669 -1.0717 1.8789
H -0.1813 -1.1499 1.2720
H -1.5686 0.6376 0.0245
H -2.2538 0.1733 -1.5214
H -3.2291 -0.0421 -0.1613
H 0.1088 -0.5842 -3.4859
```

The value obtained for the HOMO energy (spin up / spin down) is -7.07 / -7.07 eV. Its energy relative to the best compared isomer or geometry (same formula, charge and spin) is 517.0 kJ/mol. The calculation puts the orbital gap (spin up / spin down) at 0.2722 / 0.2722 Eh. The calculation puts the total energy at -861.2449 Ha. As for the spin multiplicity: 1.

These are the Löwdin partial charges, in e, on atoms 1 to 5: number 1, C, carries -0.363; number 2, C, carries -0.059; number 3, C, carries -0.089; number 4, C, carries -0.226; number 5, C, carries -0.053

=====

What is the energy relative to the best compared isomer or geometry (same formula, charge and spin) in the fourth record? 517.0 kJ/mol

=====

Which of these has the highest energy relative to the best compared isomer or geometry (same formula, charge and spin)? C9H18MgO13P

=====

Which value of energy relative to the best compared isomer or geometry (same formula, charge and spin) does entry 3 give? 894.4 kJ/mol

=====

Which of these has the lowest energy relative to the best compared isomer or geometry (same formula, charge and spin)? C9H18N2O